No. 1
Density functional theory data (ωB97M-V with the def2-TZVPD basis set) for a 2-piece molecular cluster, C6H7BrFNO overall.

Cartesian coordinates (Å):
C -1.4186 0.4216 -1.1926
C -2.4759 1.3811 -1.5661
C -0.9074 0.1232 0.0352
C -2.7610 1.6852 -2.8453
C 1.3219 -0.1621 1.1597
C 0.1654 -0.8377 0.3922
N -4.2048 3.3457 -2.7785
O -4.4564 3.4653 -1.6338
F -1.3690 0.6862 1.1306
Br -2.3949 1.3380 -4.5484
H -0.8933 0.0688 -2.1628
H -2.7592 1.9871 -0.7713
H 1.0848 0.1354 2.2780
H 1.5539 0.6534 0.6453
H 2.2461 -0.8500 1.3054
H 0.8074 -1.1288 -0.5326
H -0.1689 -1.6770 0.9325

Calculated values
relative energy (zero: lowest compared OMol25 entry of this formula, charge and spin)	289.6	kJ/mol
gap between HOMO and LUMO (spin up / spin down)	7.838 / 7.900	eV
net charge	0



No. 2
Density functional theory data (ωB97M-V with the def2-TZVPD basis set) for C36H39BrN2O2PtSbSe2 as an isolated structure.

Cartesian coordinates (Å):
Pt -0.9796 -1.9439 0.0363
C -5.6076 -0.6123 -3.0045
Se -4.3848 0.0916 -1.6684
C -5.0185 -0.9928 -0.1651
C -4.3991 -0.4918 1.1138
Se -2.4186 -0.3784 1.1725
C -2.2798 -0.2482 3.0983
H -5.5505 -1.6988 -3.0398
H -5.3078 -0.1945 -3.9617
H -6.6204 -0.2950 -2.7743
H -4.8341 -2.0485 -0.3432
H -6.0944 -0.8441 -0.0694
H -4.7097 -1.0571 1.9906
H -4.6382 0.5624 1.2516
H -2.9387 0.5808 3.3494
H -1.2623 0.0218 3.3545
H -2.5961 -1.1611 3.5942
O 3.1380 -1.2187 -0.3710
C 1.9510 -1.5857 -0.4559
O 1.0501 -0.9150 0.1997
C 1.5814 -2.7696 -1.2145
C 2.5378 -3.4798 -1.9099
C 2.1582 -4.6631 -2.5340
C 0.8457 -5.0700 -2.4161
C -0.0583 -4.2855 -1.7110
N 0.2890 -3.1403 -1.1216
H 3.5575 -3.1203 -1.9514
H 2.8804 -5.2497 -3.0863
H 0.5011 -5.9943 -2.8601
H -1.0870 -4.5906 -1.6325
Br -5.3667 -6.5508 -1.5408
C -4.2347 -5.1660 -1.0487
C -3.9016 -4.1644 -1.9599
C -3.0524 -3.1540 -1.5700
N -2.5443 -3.1092 -0.3221
C -2.8684 -4.0687 0.5723
C -3.7062 -5.1056 0.2428
H -4.2988 -4.1701 -2.9662
H -2.7934 -2.3363 -2.2288
H -2.4621 -3.9675 1.5681
H -3.9505 -5.8545 0.9836
C 0.1627 5.1287 1.4732
C 1.4661 4.6657 2.0707
C 2.2876 5.5704 2.7383
C 3.4652 5.1618 3.3449
C 3.8408 3.8286 3.3030
C 3.0370 2.9159 2.6346
C 1.8687 3.3299 1.9994
Sb 0.5365 1.9765 1.0431
C 0.5957 2.2724 -1.0741
C -0.2866 1.3985 -1.7178
C -0.3751 1.3490 -3.1020
C 0.4163 2.1997 -3.8568
C 1.2559 3.1049 -3.2254
C 1.3579 3.1755 -1.8346
C 2.2300 4.2413 -1.2297
C 1.8313 0.0874 1.1917
C 1.6404 -0.4869 2.5373
C 2.6594 -0.8349 3.3257
C 4.0377 -0.7922 2.8522
C 4.3205 -0.4586 1.5967
C 3.2758 -0.0131 0.6279
C 3.7607 1.1102 -0.2430
H 0.1646 6.2045 1.3052
H -0.6741 4.9098 2.1425
H -0.0517 4.6616 0.5047
H 1.9948 6.6123 2.7877
H 4.0841 5.8841 3.8605
H 4.7535 3.5029 3.7844
H 3.3350 1.8744 2.6295
H -0.9461 0.7695 -1.1299
H -1.0730 0.6738 -3.5827
H 0.3639 2.1819 -4.9378
H 1.8376 3.7934 -3.8266
H 2.8496 4.7068 -1.9940
H 2.8828 3.8659 -0.4444
H 1.6238 5.0300 -0.7811
H 0.6220 -0.5847 2.8869
H 2.4712 -1.1699 4.3379
H 4.8314 -1.0776 3.5305
H 5.3326 -0.4969 1.2110
H 4.6844 0.8107 -0.7410
H 3.9822 1.9674 0.3912
H 3.0216 1.3892 -0.9900

Calculated values
relative energy (zero: lowest compared OMol25 entry of this formula, charge and spin)	334.3	kJ/mol
gap between HOMO and LUMO	5.493	eV
net charge	+3



No. 3
Density functional theory data (ωB97M-V with the def2-TZVPD basis set) for a 3-piece molecular cluster, C41H80ClNO10P overall.

Cartesian coordinates (Å):
C 4.9925 -3.5135 0.1186
C 3.6826 -3.0842 -0.7757
C 3.9176 -1.7964 -1.7655
C 2.9157 -1.7985 -3.0983
C 1.8239 -0.6010 -2.8507
C 0.2795 -0.9713 -3.2576
C -0.2777 -2.3920 -2.6585
C 0.2953 -2.7955 -1.1762
C -0.8784 -3.3554 -0.1411
C -0.9103 -4.9881 0.0013
C -2.2894 -5.6902 -0.5856
C -3.4090 -5.6936 0.6115
C -4.8329 -4.9221 0.1928
O -4.7660 -3.4623 0.3307
C -4.6384 -2.7652 -0.9516
O -4.2722 -3.2776 -2.1265
C -4.9220 -1.1170 -0.9413
C -3.5974 -0.1394 -1.0336
C -3.7930 1.5147 -1.0780
C -2.3941 2.3894 -1.1930
C -1.6686 2.3184 0.2872
C -0.5320 1.1411 0.3865
C 0.9321 1.6830 0.9586
C 0.8123 2.4506 2.4205
O 2.1104 2.3069 3.1145
C 2.0608 1.2757 4.1634
N -5.1871 2.1020 -1.0358
P -5.4680 3.8792 -1.1344
O -4.6435 4.7171 0.1881
Cl -4.6680 4.5576 -3.0280
C -6.4427 1.2393 -0.9084
C -6.4068 -0.4290 -0.8491
C -7.7784 -1.3181 -0.7131
C -8.9274 -0.6256 0.2757
C -8.9222 -1.2184 1.8047
C -9.1045 -2.8461 1.9067
H 5.4474 -2.5634 0.6302
H 5.7603 -4.0936 -0.5666
H 4.6321 -4.2534 0.9732
H 3.2553 -3.9836 -1.4112
H 2.8262 -2.8085 0.0018
H 5.0615 -1.7743 -2.0835
H 3.7690 -0.8249 -1.0930
H 3.5936 -1.6454 -4.0416
H 2.4295 -2.8595 -3.1847
H 1.8024 -0.1606 -1.7664
H 2.1489 0.2976 -3.5630
H 0.1207 -0.9310 -4.4389
H -0.4004 -0.0961 -2.8269
H -1.4662 -2.2951 -2.6223
H -0.0363 -3.2457 -3.4517
H 0.8387 -1.9257 -0.6011
H 1.0241 -3.7224 -1.3420
H -1.8912 -2.8756 -0.4772
H -0.6209 -2.9120 0.9327
H -0.7758 -5.2344 1.1611
H 0.0193 -5.4868 -0.5315
H -1.9932 -6.8261 -0.8030
H -2.6518 -5.2553 -1.6092
H -3.7283 -6.8335 0.7642
H -2.9837 -5.3339 1.6418
H -5.6136 -5.2939 1.0167
H -5.2452 -5.3147 -0.8289
H -2.5302 -0.6255 -1.0669
H -1.7031 1.8295 -1.9559
H -2.5548 3.5226 -1.4376
H -2.5109 2.0630 1.0826
H -1.1747 3.3585 0.5515
H -0.9152 0.3522 1.1634
H -0.3558 0.5490 -0.6266
H 1.3753 2.4769 0.2009
H 1.6443 0.7651 1.1253
H -0.1121 2.1073 3.0547
H 0.6867 3.6143 2.2005
H 2.2676 1.7785 5.2216
H 1.0564 0.6743 4.2136
H 2.9427 0.4922 4.0201
H -5.2975 5.4684 0.4100
H -7.4872 1.7655 -0.8561
H -7.5782 -2.4426 -0.4342
H -8.2777 -1.3222 -1.7969
H -8.8309 0.5403 0.3523
H -9.9862 -0.8292 -0.2342
H -9.8624 -0.7366 2.3596
H -7.9796 -0.8140 2.4058
H -8.0378 -3.3514 2.0287
H -9.7048 -3.2811 0.9792
H -9.7237 -3.0692 2.8778
C 6.4026 0.6081 -9.5147
O 5.0805 0.1344 -9.3266
C 4.9467 -0.6266 -8.1253
C 3.4808 -0.6845 -7.6882
O 3.0565 0.5048 -7.0098
C 2.8383 1.6505 -7.8445
C 1.5562 1.5463 -8.6750
O 1.7793 0.7487 -9.8374
C 0.5672 0.2776 -10.4046
H 7.1042 -0.2294 -9.5734
H 6.4381 1.1652 -10.4534
H 6.6857 1.2822 -8.7006
H 5.5491 -0.1848 -7.3243
H 5.3082 -1.6409 -8.3326
H 3.3785 -1.4903 -6.9526
H 2.8137 -0.9263 -8.5176
H 3.7116 1.8602 -8.4645
H 2.7274 2.4936 -7.1539
H 1.2509 2.5442 -9.0082
H 0.7592 1.1085 -8.0619
H 0.0406 -0.3673 -9.6937
H 0.8114 -0.3150 -11.2905
H -0.0695 1.1147 -10.7017
C 3.2759 3.0489 12.6132
O 3.3657 3.7955 11.4123
C 4.4137 4.7649 11.4577
C 4.8202 5.1813 10.0419
O 5.6926 4.2333 9.4135
C 5.0697 3.0244 8.9578
C 4.2219 3.2295 7.6994
O 2.9398 3.7542 8.0429
C 2.2875 4.3457 6.9304
H 3.0778 3.7111 13.4614
H 2.4498 2.3410 12.5172
H 4.1982 2.4845 12.7814
H 5.2853 4.3606 11.9835
H 4.0351 5.6380 12.0026
H 5.4021 6.1069 10.1152
H 3.9550 5.4000 9.4132
H 4.5042 2.5447 9.7586
H 5.8964 2.3519 8.7039
H 4.0660 2.2674 7.1994
H 4.7413 3.9134 7.0173
H 2.8694 5.1941 6.5559
H 1.3138 4.7165 7.2620
H 2.1358 3.6094 6.1371

Calculated values
gap between HOMO and LUMO	5.322	eV
net charge	+1



No. 4
Density functional theory data (ωB97M-V with the def2-TZVPD basis set) for a 2-piece molecular cluster, C3H8OS overall.

Cartesian coordinates (Å):
C -0.6887 1.7473 1.2439
C -0.8085 1.8277 -0.0414
H -0.5340 2.7027 1.8358
H -0.7958 0.7895 1.6440
H -0.8084 2.8050 -0.5592
H -1.0790 1.0141 -0.6385
C 2.3856 -1.3630 -0.8790
S 0.9010 -0.7001 -0.0235
O 1.8809 -0.0166 1.2116
H 1.9635 -1.8647 -1.6854
H 2.8450 -0.3915 -1.3014
H 3.0523 -2.1453 -0.3990
H 1.3411 0.5318 1.8236

Calculated values
relative energy (zero: lowest compared OMol25 entry of this formula, charge and spin)	233.1	kJ/mol
gap between HOMO and LUMO	8.968	eV
net charge	0
SMILES	C=C.CSO



No. 5
Density functional theory data (ωB97M-V with the def2-TZVPD basis set) for C18H29N2O5ReS as an isolated structure.

Cartesian coordinates (Å):
Re -0.2239 0.2949 0.2241
C 3.2528 -0.3631 -0.3464
C 3.0107 -1.0455 0.9852
O 1.9928 -0.4550 1.7663
C 2.3393 0.6486 2.5745
C 2.3852 1.9794 1.8254
O 1.4569 1.9476 0.7474
C 1.2178 3.2304 0.1721
C 0.9211 3.0824 -1.3062
O 0.0768 1.9604 -1.5331
C -0.3399 1.8586 -2.8915
C -1.0077 0.5079 -3.1064
O -0.3502 -0.5507 -2.4473
C 0.8524 -1.0375 -2.9978
C 2.0898 -0.3341 -2.4615
O 2.0182 -0.2600 -1.0421
H 3.9541 -0.9907 -0.9047
H 3.7035 0.6277 -0.2305
H 3.9527 -1.0946 1.5422
H 2.6440 -2.0531 0.7851
H 3.2975 0.4834 3.0778
H 1.5479 0.6838 3.3223
H 3.3838 2.1856 1.4274
H 2.1216 2.7756 2.5278
H 2.0968 3.8702 0.2818
H 0.3806 3.6983 0.6919
H 1.8528 2.9468 -1.8682
H 0.4363 4.0000 -1.6533
H 0.5307 1.9851 -3.5441
H -1.0638 2.6459 -3.1241
H -1.1002 0.3082 -4.1790
H -1.9963 0.5253 -2.6470
H 0.8453 -0.9788 -4.0919
H 0.8926 -2.0838 -2.6917
H 2.1956 0.6725 -2.8791
H 2.9648 -0.9160 -2.7644
C -1.1172 -1.1895 0.6304
C -1.7167 -2.4886 0.7867
C -1.2286 -3.3987 1.7318
C -1.6856 -4.7061 1.7443
C -2.6507 -5.1190 0.8358
C -3.1693 -4.2150 -0.0830
C -2.7138 -2.9082 -0.1040
H -0.4654 -3.0709 2.4266
H -1.2676 -5.4155 2.4468
H -2.9940 -6.1450 0.8408
H -3.9194 -4.5369 -0.7936
H -3.0999 -2.1969 -0.8228
N -2.7217 0.8869 2.5927
C -3.0239 1.9537 1.8571
N -4.1216 2.6608 2.1417
S -1.9939 2.4799 0.6085
H -3.3969 0.4712 3.2144
H -1.9568 0.3057 2.2424
H -4.7534 2.4110 2.8830
H -4.3364 3.4650 1.5795

Calculated values
relative energy (zero: lowest compared OMol25 entry of this formula, charge and spin)	54.7	kJ/mol
gap between HOMO and LUMO (spin up / spin down)	7.482 / 7.058	eV
multiplicity	2
net charge	+1
<S²>	1.18



No. 6
Density functional theory data (ωB97M-V with the def2-TZVPD basis set) for C20H19ClFN4O4Pd as an isolated structure.

Cartesian coordinates (Å):
Pd -0.0614 -2.3926 0.9509
C 2.8532 3.3606 -2.8204
C 1.4673 2.9083 -3.2594
C 0.5043 4.0497 -3.5444
C 0.2174 4.8402 -2.2768
C -0.2239 3.9240 -1.1670
C -0.9809 4.3960 -0.1221
C -1.3961 3.5354 0.8921
F -2.1340 4.0419 1.8880
C -1.0877 2.2080 0.8917
C -0.3164 1.6946 -0.1618
C 0.0214 0.2799 -0.1908
O -0.4019 -0.4363 0.7827
C 0.7730 -0.1796 -1.2832
C 1.1732 0.7352 -2.2362
N 0.8788 2.0263 -2.2178
C 0.1171 2.5530 -1.1828
C 1.2285 -1.5967 -1.5495
O 1.9868 -1.7908 -2.4773
O 0.7527 -2.5596 -0.8189
H 3.2864 4.0134 -3.5781
H 3.5147 2.5042 -2.6906
H 2.8167 3.9045 -1.8762
H 1.5536 2.2852 -4.1494
H -0.4257 3.6414 -3.9467
H 0.9374 4.6908 -4.3116
H -0.5560 5.5864 -2.4578
H 1.1085 5.3895 -1.9627
H -1.2721 5.4378 -0.0785
H -1.4385 1.5616 1.6796
H 1.7801 0.3754 -3.0580
Cl -1.2168 -4.9356 5.8088
C -1.3347 -3.4895 4.8829
C -1.9062 -2.3467 5.4145
C -1.9663 -1.2193 4.6150
C -1.4602 -1.2689 3.3309
N -0.9118 -2.3801 2.8264
C -0.8466 -3.4775 3.5893
H -2.2897 -2.3463 6.4254
H -2.4011 -0.3010 4.9821
H -1.4816 -0.4157 2.6728
H -0.3969 -4.3553 3.1528
N 0.5522 -6.4587 0.2408
C 0.0205 -5.2295 0.1676
N -0.7713 -4.9352 -0.8685
O 0.2787 -4.4142 1.0939
H 0.4303 -7.1427 -0.4832
H 1.2289 -6.6324 0.9628
H -1.0154 -5.6163 -1.5643
H -1.1886 -4.0224 -0.9167

Calculated values
relative energy (zero: lowest compared OMol25 entry of this formula, charge and spin)	21.9	kJ/mol
gap between HOMO and LUMO	8.594	eV
net charge	+1



- Which value of net charge does entry 1 give?
  0